Entry 1:
Here is a 2-piece molecular cluster, C17H34N3O3S overall from the Open Molecules 2025 dataset. Energies are from ωB97M-V/def2-TZVPD.

The geometry in XYZ format:
```
58
Properties=species:S:1:pos:R:3:forces:R:3
C 4.4865 1.0384 -1.2829 -0.046 0.302 -0.310
C 3.0488 1.0890 -1.6939 -0.272 0.189 0.162
O 2.1770 1.7247 -1.1754 0.351 -0.382 -0.055
N 2.7034 0.2213 -2.8578 -0.170 0.044 0.003
C 2.6059 0.9602 -4.1460 0.285 -0.184 0.002
S 1.4752 -0.8090 -2.4491 0.127 0.063 0.199
C -0.1512 -0.0344 -2.5993 -0.220 0.299 -0.136
C -1.0533 -0.6065 -1.5019 -0.138 -0.239 -0.107
C -2.5596 -0.3663 -1.7311 -0.029 0.109 0.173
C -2.9455 0.9053 -2.4937 -0.194 -0.181 0.077
N -2.1789 2.0592 -2.0812 0.068 0.254 -0.023
C -1.9245 2.4506 -0.7923 -0.134 -0.308 0.159
C -1.1319 3.5605 -0.8178 0.205 0.238 -0.120
C -0.8949 3.8739 -2.1861 0.120 0.132 0.247
C -1.5577 2.9403 -2.9286 -0.033 -0.150 -0.336
H 5.1230 0.6655 -2.0822 -0.034 -0.054 0.047
H 4.8016 2.0394 -0.9899 -0.013 -0.088 0.139
H 4.5644 0.3747 -0.4188 0.015 0.001 -0.009
H 3.0341 1.9530 -4.0150 -0.079 -0.007 0.002
H 3.1871 0.4339 -4.9025 -0.091 -0.018 -0.003
H 1.5718 1.0627 -4.4719 0.004 0.127 0.049
H 1.4918 -1.5633 -3.5599 0.007 -0.068 -0.043
H 0.0404 1.0310 -2.4521 0.024 -0.022 0.069
H -0.5468 -0.1648 -3.6075 0.095 -0.166 0.022
H -0.8996 -1.6868 -1.4102 -0.008 0.041 0.028
H -0.7540 -0.1823 -0.5446 0.094 0.050 -0.079
H -3.0207 -1.2204 -2.2313 0.070 0.046 -0.061
H -3.0185 -0.3239 -0.7400 0.002 -0.079 -0.048
H -4.0130 1.0852 -2.3412 0.025 0.002 -0.031
H -2.8103 0.7827 -3.5697 0.098 0.028 0.032
H -2.3316 1.9093 0.0474 -0.031 0.014 -0.041
H -0.7668 4.0980 0.0421 -0.022 -0.020 -0.020
H -0.3196 4.6989 -2.5745 -0.034 -0.017 0.021
H -1.6437 2.8369 -4.0004 -0.064 -0.024 0.064
C 2.5063 -1.9176 2.3504 0.003 0.023 0.038
O 1.8644 -0.7286 2.7556 -0.001 -0.079 0.006
C 0.9478 -0.1782 1.8291 0.042 0.235 -0.092
C -0.4954 -0.3844 2.2331 -0.038 -0.129 0.006
N -0.8966 -1.7754 2.1024 0.101 -0.038 0.038
C -2.2047 -2.1063 2.6661 0.003 -0.044 -0.136
C -2.4568 -1.8440 4.1460 -0.125 0.047 0.048
O -1.7541 -2.6980 5.0203 0.075 -0.054 -0.053
C -0.4143 -2.3380 5.2873 -0.025 -0.029 0.084
H 3.3408 -2.0811 3.0289 -0.005 0.000 0.007
H 1.8488 -2.7925 2.3960 -0.007 0.002 -0.040
H 2.8954 -1.8311 1.3287 0.010 -0.008 -0.012
H 1.1266 -0.5946 0.8278 -0.018 -0.048 0.010
H 1.1413 0.8976 1.7833 0.027 -0.019 -0.011
H -1.1247 0.2192 1.5677 -0.038 0.073 0.063
H -0.6174 0.0182 3.2464 0.003 0.024 -0.017
H -0.1956 -2.3684 2.5265 -0.025 0.016 0.035
H -2.3728 -3.1706 2.4890 -0.029 0.006 -0.021
H -2.9675 -1.5657 2.0939 -0.008 0.035 0.015
H -3.5150 -2.0454 4.3258 0.000 0.014 0.027
H -2.2833 -0.7948 4.4191 0.062 -0.013 -0.040
H -0.2913 -1.2517 5.3376 0.013 0.004 -0.017
H 0.2804 -2.7426 4.5437 0.008 0.055 -0.009
H -0.1512 -2.7627 6.2547 -0.006 0.000 -0.001
```
Positions in Å, forces in eV/Å.

Calculated values
HOMO energy in eV: -10.9
Net charge: +1
M in g mol⁻¹: 360.544
Energy relative to the best compared isomer or geometry (same formula, charge and spin) in eV: 0.3538
Total energy in Eh: -1455.9759
Max |F| in Eh/bohr: 0.0102

=====

Entry 2:
Here is C6H12LuOP as an isolated structure in a non-equilibrium geometry from the Open Molecules 2025 dataset. Energies are from ωB97M-V/def2-TZVPD.

The geometry in XYZ format:
```
21
Properties=species:S:1:pos:R:3:forces:R:3
C 0.1631 1.4848 -1.9165 -0.238 -0.045 -0.285
C 1.2548 1.8610 -1.0673 0.132 0.216 0.222
C 2.1669 0.7518 -0.9912 0.292 -0.342 -0.682
C 1.6233 -0.3134 -1.7885 0.704 0.560 -0.513
C 0.3889 0.1363 -2.3541 0.268 0.087 -0.457
Lu 0.1784 0.0686 0.0456 -2.045 -0.539 1.798
P -2.4936 -0.0717 0.5832 0.068 0.134 -0.073
H -0.7544 2.0710 -2.1110 0.854 -0.331 0.001
H 1.3002 2.7738 -0.4521 0.143 -0.506 -0.624
H 2.9976 0.6399 -0.2683 -0.431 0.246 -0.766
H -0.2649 -0.4513 -3.0192 0.476 0.424 0.489
H 2.0407 -1.3259 -1.8976 -0.222 0.684 0.048
H -3.2863 -0.8789 -0.4011 0.248 0.583 1.210
H -3.0933 1.3038 0.6222 -0.137 -1.140 0.434
H -2.6996 -0.6762 1.9393 -0.557 0.885 -1.871
C 0.4556 -2.2863 2.6128 0.262 -0.335 0.418
O 0.7727 -1.4651 1.4659 0.331 -0.404 0.617
H 0.0865 -1.5562 3.3498 0.507 -0.639 0.443
H 1.3338 -2.8703 2.9009 -0.441 0.090 0.106
H -0.4245 -2.8593 2.2771 0.528 -0.560 0.480
H -0.1979 -1.2281 1.5698 -0.744 0.932 -0.993
```
Positions in Å, forces in eV/Å.

Calculated values
HOMO energy (spin up / spin down) in eV: -4.4 / -4.3
M in g mol⁻¹: 306.102
Energy relative to the best compared isomer or geometry (same formula, charge and spin) in eV: 0.0000
Total energy in Eh: -1887.6994
Max |F| in Eh/bohr: 0.0540

=====

Entry 3:
Here is one molecule with the formula C23H17N3O3 in a non-equilibrium geometry from the Open Molecules 2025 dataset. Energies are from ωB97M-V/def2-TZVPD.

The geometry in XYZ format:
```
46
Properties=species:S:1:pos:R:3:forces:R:3
C 4.6714 0.1940 0.0482 -0.033 0.048 -0.082
C 3.2630 -0.0196 -0.3806 0.141 0.108 0.468
C 2.1021 0.1692 0.3076 0.069 -0.047 -0.221
C 1.0346 -0.2155 -0.5505 0.754 -0.068 -0.172
C 1.5939 -0.6458 -1.7430 -0.764 0.115 0.203
N 2.9441 -0.5175 -1.6276 -0.114 0.095 0.259
C 3.8792 -0.8479 -2.6312 0.344 -0.138 -0.402
C 3.9887 -2.1605 -3.0747 -0.036 0.120 0.119
C 4.9061 -2.4805 -4.0589 0.012 -0.030 -0.057
C 5.7181 -1.4980 -4.6005 0.043 -0.016 -0.047
C 5.6100 -0.1903 -4.1577 0.063 0.005 -0.020
C 4.6922 0.1385 -3.1768 -0.146 -0.053 0.079
H 4.5924 1.1584 -2.8375 -0.036 0.090 0.048
H 6.2393 0.5782 -4.5810 0.046 0.064 -0.031
H 6.4343 -1.7512 -5.3675 0.060 -0.022 -0.065
H 4.9898 -3.5012 -4.4008 0.004 -0.083 -0.023
H 3.3616 -2.9231 -2.6385 -0.070 -0.055 0.062
C 0.9205 -1.1248 -2.9746 0.015 0.008 -0.056
H 1.3994 -0.7137 -3.8626 -0.005 -0.008 -0.086
H 0.9547 -2.2122 -3.0437 -0.037 -0.085 -0.075
H -0.1231 -0.8246 -2.9373 0.024 -0.033 -0.098
C -0.3518 -0.1493 -0.2339 -0.869 -0.283 -0.670
N -1.3689 -0.4819 -0.9920 1.457 -0.148 -0.401
N -2.4779 -0.2425 -0.2897 -1.060 0.498 1.352
C -2.1089 0.2249 0.8729 -0.116 -0.425 -1.085
C -2.9959 0.6113 1.9381 -0.685 0.101 0.321
C -4.3435 0.5040 1.7825 0.893 0.045 0.037
C -5.2244 0.8862 2.8337 0.029 0.235 0.596
C -6.6205 0.8042 2.7460 0.224 0.040 0.084
C -7.4074 1.1927 3.8046 -0.145 -0.011 -0.014
C -6.8217 1.6718 4.9751 0.083 -0.033 -0.092
C -5.4504 1.7628 5.0883 0.268 -0.029 -0.098
C -4.6468 1.3712 4.0201 -0.826 -0.144 -0.297
O -3.3066 1.4737 4.1650 0.014 0.090 0.228
C -2.4167 1.1210 3.1878 0.509 0.022 0.012
O -1.2452 1.2534 3.4235 -0.450 -0.030 -0.037
H -4.9794 2.1308 5.9856 0.057 0.042 0.103
H -7.4460 1.9747 5.8016 -0.038 0.030 0.079
H -8.4821 1.1278 3.7323 -0.085 -0.010 -0.018
H -7.0606 0.4314 1.8337 -0.063 -0.041 -0.099
H -4.7400 0.1256 0.8523 -0.017 -0.046 -0.116
O -0.7664 0.3070 0.9660 0.167 -0.003 -0.029
H 1.9946 0.5372 1.3078 0.074 0.081 0.239
H 5.3074 -0.6228 -0.2913 0.099 -0.010 0.053
H 5.0741 1.1245 -0.3533 0.111 0.018 0.005
H 4.7125 0.2486 1.1326 0.030 -0.006 0.047
```
Positions in Å, forces in eV/Å.

Calculated values
HOMO energy in eV: -7.6
M in g mol⁻¹: 383.407
Energy relative to the best compared isomer or geometry (same formula, charge and spin) in eV: 0.4118
Total energy in Eh: -1276.6645
SMILES: Cc1cc(-c2nnc(-c3cc4ccccc4oc3=O)o2)c(C)n1-c1ccccc1
Max |F| in Eh/bohr: 0.0348